*i*
{
  "formula": "C33H31IN4O7STi",
  "method": "the ωB97M-V functional and the def2-TZVPD basis",
  "elements": ["Ti", "C", "O", "C", "N", "C", "C", "C", "C", "C", "C", "C", "C", "C", "C", "C", "C", "N", "C", "N", "C", "C", "O", "C", "C", "C", "C", "C", "C", "H", "H", "H", "H", "H", "H", "H", "H", "H", "H", "H", "H", "H", "H", "H", "H", "H", "H", "H", "O", "C", "O", "C", "C", "C", "C", "C", "N", "C", "O", "O", "H", "H", "H", "H", "I", "C", "H", "H", "C", "S", "C", "O", "H", "H", "H", "H", "H", "H"],
  "xyz": [[-0.7166, 0.2917, 0.4360], [1.7832, -3.7360, 2.0475], [0.5410, -4.0795, 1.3355], [0.0117, -2.9526, 0.8935], [0.5662, -1.8974, 1.1673], [1.6518, -2.2564, 2.0915], [2.9276, -1.6023, 1.7030], [3.3834, -1.5775, 0.3888], [4.7307, -1.2649, 0.1230], [5.5670, -0.9480, 1.1745], [5.0809, -0.8806, 2.4306], [3.7963, -1.3297, 2.7347], [-1.1379, -2.9809, -0.0788], [-1.9374, -4.0984, -0.3574], [-2.9738, -3.9821, -1.3232], [-3.1512, -2.7319, -1.9182], [-2.3164, -1.7031, -1.5888], [-1.3332, -1.8275, -0.7211], [-2.5225, -0.3474, -2.0674], [-1.8469, 0.6532, -1.6696], [-1.9603, 1.7139, -2.6204], [-3.1449, 1.1927, -3.5557], [-3.3483, -0.1879, -3.1118], [-0.6746, 2.0293, -3.3150], [0.1153, 1.0225, -3.8643], [1.2929, 1.3411, -4.5492], [1.6813, 2.6819, -4.7020], [0.8756, 3.7245, -4.1656], [-0.3143, 3.3901, -3.4782], [2.7677, -4.0329, 1.6241], [1.7789, -4.2904, 3.0317], [1.4025, -1.8360, 3.0851], [2.6699, -1.7046, -0.4440], [5.1170, -1.2465, -0.8828], [6.6379, -0.6449, 1.0328], [5.6925, -0.4868, 3.2641], [3.4686, -1.3866, 3.7530], [-1.6928, -5.0506, 0.1061], [-3.7072, -4.7705, -1.4992], [-3.9801, -2.6371, -2.5630], [-2.3661, 2.5472, -2.0739], [-2.9056, 1.1909, -4.6339], [-4.1066, 1.6936, -3.5182], [-0.2214, -0.0049, -3.6728], [1.8701, 0.5679, -5.0295], [2.4750, 2.9694, -5.3400], [1.2042, 4.7355, -4.3495], [-0.9639, 4.1171, -3.0246], [2.8092, 1.9471, -1.5368], [1.9005, 1.4741, -0.6881], [0.9850, 0.7394, -1.0316], [2.1695, 1.7321, 0.7699], [3.2292, 2.3480, 1.3256], [3.3010, 2.3844, 2.7326], [2.2868, 1.8187, 3.4582], [1.2038, 1.1849, 2.8073], [1.2232, 1.1652, 1.5047], [-0.0037, 0.5321, 3.3691], [-0.0426, 0.3381, 4.5614], [-0.9110, 0.2151, 2.5265], [2.6557, 1.7291, -2.4611], [4.0567, 2.5317, 0.6841], [4.1800, 2.7540, 3.2153], [2.2889, 1.7632, 4.5479], [-1.7797, 3.3860, 2.2397], [-1.3901, 2.2835, 0.4025], [-0.8728, 2.9801, -0.2812], [-2.4197, 2.2902, 0.0459], [-4.6000, -1.6178, 2.2910], [-3.6498, -0.0572, 2.1788], [-5.0997, 0.9843, 1.8462], [-2.9192, -0.1633, 0.8871], [-5.4517, -1.6738, 1.5824], [-4.9240, -1.7170, 3.2902], [-3.8369, -2.3915, 2.0284], [-5.8030, 0.8755, 2.6293], [-5.5892, 0.7890, 0.8534], [-4.7634, 1.9880, 1.9168]],
  "charge": 1,
  "lumo_energy_ev": [-3.166, -3.190],
  "mol_weight_g_mol": 802.47,
  "spin_multiplicity": 2,
  "orbital_gap_ha": [0.2629, 0.2621]
}

---

*ii*
{
  "formula": "C33H31IN4O7STi",
  "method": "the ωB97M-V functional and the def2-TZVPD basis",
  "elements": ["Ti", "C", "O", "C", "N", "C", "C", "C", "C", "C", "C", "C", "C", "C", "C", "C", "C", "N", "C", "N", "C", "C", "O", "C", "C", "C", "C", "C", "C", "H", "H", "H", "H", "H", "H", "H", "H", "H", "H", "H", "H", "H", "H", "H", "H", "H", "H", "H", "O", "C", "O", "C", "C", "C", "C", "C", "N", "C", "O", "O", "H", "H", "H", "H", "I", "C", "H", "H", "C", "S", "C", "O", "H", "H", "H", "H", "H", "H"],
  "xyz": [[-0.2667, 0.3316, -1.1259], [4.6111, 0.2806, 1.9327], [4.5813, -0.1564, 0.5538], [3.2696, -0.2418, 0.2951], [2.4469, 0.3227, 1.0575], [3.2762, 1.0183, 2.0430], [2.5861, 1.0496, 3.3956], [2.0060, -0.0632, 3.9864], [1.4362, 0.0684, 5.2526], [1.3941, 1.2915, 5.9000], [1.9746, 2.3910, 5.2900], [2.5485, 2.2657, 4.0504], [2.9129, -1.2079, -0.7811], [3.8686, -2.1042, -1.2258], [3.4674, -3.0828, -2.1015], [2.1129, -3.2161, -2.4289], [1.2446, -2.3124, -1.8534], [1.6264, -1.2502, -1.1167], [-0.1996, -2.5020, -1.9293], [-1.0732, -1.7094, -1.4660], [-2.3914, -2.2574, -1.8103], [-2.0731, -3.6517, -2.3590], [-0.6019, -3.6375, -2.4477], [-3.3432, -2.3509, -0.6744], [-4.6059, -1.7373, -0.7379], [-5.5384, -1.8724, 0.2821], [-5.1339, -2.5859, 1.4179], [-3.9098, -3.1874, 1.5115], [-3.0119, -3.0849, 0.4744], [4.6811, -0.5965, 2.5568], [5.4999, 0.8717, 2.0964], [3.4114, 2.0374, 1.7119], [1.9573, -1.0333, 3.5190], [0.9907, -0.8137, 5.6788], [0.9221, 1.3899, 6.8675], [1.9539, 3.3424, 5.8243], [3.0355, 3.1305, 3.5977], [4.8982, -2.0615, -0.8876], [4.1843, -3.7818, -2.5280], [1.7855, -4.0020, -3.0698], [-2.8295, -1.6015, -2.5668], [-2.3269, -4.4769, -1.6899], [-2.4339, -3.8528, -3.3819], [-4.8823, -1.1688, -1.6332], [-6.5098, -1.4061, 0.2198], [-5.8454, -2.6816, 2.2141], [-3.6514, -3.7604, 2.3809], [-2.0435, -3.5699, 0.5655], [-2.1310, 0.4502, 2.9183], [-1.4334, 0.6134, 1.8077], [-1.3940, -0.1822, 0.9002], [-0.7031, 1.8836, 1.7489], [-0.6924, 2.9445, 2.6622], [-0.0399, 4.0883, 2.2401], [0.6099, 4.1461, 0.9837], [0.5573, 2.9921, 0.1728], [-0.0716, 1.8977, 0.5636], [1.2537, 2.7968, -1.1460], [2.0582, 3.6158, -1.5125], [0.9405, 1.6531, -1.7342], [-2.5369, -0.4277, 2.9730], [-1.0990, 2.7982, 3.6376], [0.0208, 4.9708, 2.8639], [1.1158, 5.0614, 0.6499], [-2.3908, 3.1061, -2.0133], [-2.2416, 1.0872, -1.4567], [-2.7732, 0.5255, -2.2605], [-2.9232, 1.0422, -0.6017], [0.8887, 2.0439, -4.8485], [0.2775, 0.3790, -4.9263], [-1.3587, 0.7074, -5.5524], [0.0015, -0.1631, -3.5106], [0.0954, 2.6741, -4.4480], [1.1717, 2.3064, -5.8798], [1.7324, 2.0571, -4.1915], [-1.2577, 1.0810, -6.5571], [-1.8606, 1.3428, -4.8429], [-1.8275, -0.2645, -5.5005]],
  "charge": 1,
  "lumo_energy_ev": [-2.963, -2.975],
  "mol_weight_g_mol": 802.47,
  "spin_multiplicity": 2,
  "orbital_gap_ha": [0.2727, 0.2721]
}

---

Bottom line: *ii*, by a margin of 23.9 kcal/mol.

---

*i*
{
  "formula": "CH8N3O",
  "method": "the ωB97M-V functional and the def2-TZVPD basis",
  "elements": ["N", "C", "N", "N", "H", "H", "H", "H", "H", "H", "H", "H", "O"],
  "xyz": [[-0.6380, -0.7134, -1.6323], [-0.7157, -0.4627, -0.1411], [0.3422, -1.1242, 0.5440], [-0.6483, 0.9287, -0.0289], [-1.1395, -1.5250, -1.9743], [-0.8608, 0.1236, -2.1515], [0.8178, -1.8397, -0.0001], [1.1313, -0.5237, 0.8475], [-1.6993, -0.8180, 0.2257], [-1.4939, 1.3286, 0.4043], [0.9036, 1.3659, 0.9673], [2.1941, 2.0215, 1.6589], [1.8064, 1.2386, 1.2805]],
  "charge": 1,
  "lumo_energy_ev": -9.647,
  "mol_weight_g_mol": 78.09,
  "orbital_gap_ha": 0.2211
}

---

*ii*
{
  "formula": "CH8N3O",
  "method": "the ωB97M-V functional and the def2-TZVPD basis",
  "elements": ["N", "C", "N", "N", "H", "H", "H", "H", "H", "H", "H", "H", "O"],
  "xyz": [[0.3961, 0.9184, 0.4544], [-0.8151, 0.2423, 0.3417], [-0.8053, -1.1104, 0.9633], [-1.2345, -0.0193, -1.1608], [0.4904, 1.9470, 0.7137], [1.8784, 0.2378, -0.2175], [-0.6859, -1.9137, 0.3294], [0.0271, -1.1511, 1.5794], [-1.7520, 0.7258, 0.7439], [-2.2130, -0.2629, -1.2150], [-1.1941, 0.9044, -1.6162], [3.3603, -0.2976, -0.1780], [2.5476, -0.2208, -0.7382]],
  "charge": 1,
  "lumo_energy_ev": -9.763,
  "mol_weight_g_mol": 78.09,
  "orbital_gap_ha": 0.1814
}

---

Bottom line: *i*, by a margin of 8.1 kcal/mol.

---

*i*
{
  "formula": "CH5N2S",
  "method": "the ωB97M-V functional and the def2-TZVPD basis",
  "elements": ["N", "C", "N", "S", "H", "H", "H", "H", "H"],
  "xyz": [[-0.9729, -0.7972, 0.4335], [0.2582, -0.8606, 0.0034], [0.7234, 0.4510, -0.6955], [-0.1052, 1.8806, -0.4162], [-1.3724, -1.4575, 1.1270], [-1.6587, -0.2179, 0.0578], [0.8257, -1.7509, 0.1026], [1.5452, 0.5693, -1.1899], [0.7566, 2.1832, 0.5774]],
  "charge": 1,
  "lumo_energy_ev": -5.351,
  "mol_weight_g_mol": 77.13,
  "orbital_gap_ha": 0.3413,
  "smiles": "[NH2+]=CNS"
}

---

*ii*
{
  "formula": "CH5N2S",
  "method": "the ωB97M-V functional and the def2-TZVPD basis",
  "elements": ["C", "N", "N", "S", "H", "H", "H", "H", "H"],
  "xyz": [[0.0329, 0.0885, -0.2471], [2.2572, 0.7480, 0.0100], [-1.4194, -0.4178, 0.0099], [1.4624, -0.6298, 0.0973], [-0.0223, 1.2440, -0.3166], [3.1995, 0.5731, 0.1661], [-1.9520, -0.1099, 0.8672], [-1.5222, -1.4706, 0.2214], [-2.0361, -0.0256, -0.8082]],
  "charge": 1,
  "lumo_energy_ev": [-5.254, -5.329],
  "mol_weight_g_mol": 77.13,
  "orbital_gap_ha": [0.3034, 0.3052]
}

---

Bottom line: *i*, by a margin of 49.1 kcal/mol.

---

*i*
{
  "formula": "C2H5NO2S",
  "method": "the ωB97M-V functional and the def2-TZVPD basis",
  "elements": ["C", "C", "N", "O", "O", "S", "H", "H", "H", "H", "H"],
  "xyz": [[-0.3775, -0.2480, -0.9696], [-2.3575, -0.2211, 0.1072], [2.9037, 0.7472, 0.7651], [-0.6610, -0.4001, -2.0987], [-0.8408, -0.2025, 0.1807], [2.3569, -0.3123, -0.4828], [-2.5671, -0.3015, -0.9079], [-2.6226, 0.6346, 0.6532], [-2.7117, -1.1359, 0.7374], [3.1324, 0.2154, 1.5837], [3.7450, 1.2243, 0.4317]],
  "lumo_energy_ev": [-0.453, 0.159],
  "mol_weight_g_mol": 107.13,
  "orbital_gap_ha": [0.2633, 0.3030]
}

---

*ii*
{
  "formula": "C2H5NO2S",
  "method": "the ωB97M-V functional and the def2-TZVPD basis",
  "elements": ["C", "C", "N", "O", "O", "S", "H", "H", "H", "H", "H"],
  "xyz": [[-0.2289, 1.0122, -0.0349], [-0.3086, -0.4133, 0.5998], [1.1357, 1.3975, 0.1429], [0.9246, -0.8541, 1.0207], [2.4420, -0.4594, -1.0045], [2.0423, 0.1730, 0.4370], [-0.5259, 0.8994, -1.0643], [-0.8163, 1.8483, 0.3886], [-1.1246, -0.3642, 1.3662], [-0.4894, -1.1432, -0.1699], [3.3012, -1.0203, -1.0724]],
  "lumo_energy_ev": 0.454,
  "mol_weight_g_mol": 107.13,
  "orbital_gap_ha": 0.3440
}

---

Bottom line: *ii*, by a margin of 20.7 kcal/mol.